1.
Entry from the Open Molecules 2025 dataset: a molecular structure, C27H29CdN9O5PS4 (wB97M-V/def2-TZVPD).

## Properties
highest occupied orbital energy (alpha / beta) = -0.6 / -2.8 eV
<S²> = 0.764
energy relative to the best compared isomer or geometry (same formula, charge and spin) = 97.45 kJ/mol
E_tot = -4017.3890 hartree
LUMO (alpha / beta) = 3.908 / 3.908 eV
strongest force on any atom = 0.0240 hartree/bohr

Structure (ORCA input):
```
! RIJCOSX wB97M-V def2-TZVPD def2/J DEFGRID3
* xyz -2 2
Cd -0.207 -0.162 -0.026
C 6.005 -0.390 -1.701
C 5.292 -1.724 -1.586
O 4.338 -1.667 -0.520
P 2.750 -1.636 -0.877
S 1.924 -1.523 0.943
S 2.357 -0.489 -2.408
O 2.503 -3.150 -1.454
C 2.813 -4.283 -0.652
C 3.096 -5.443 -1.582
H 6.684 -0.391 -2.560
H 6.573 -0.180 -0.790
H 5.257 0.395 -1.828
H 5.990 -2.529 -1.340
H 4.799 -1.971 -2.526
H 1.965 -4.516 -0.003
H 3.672 -4.075 -0.009
H 2.227 -5.629 -2.218
H 3.310 -6.346 -1.003
H 3.951 -5.217 -2.224
N 3.413 8.066 0.250
C 3.124 6.688 0.316
C 3.934 5.766 -0.348
C 3.679 4.409 -0.246
C 2.613 3.965 0.515
C 1.811 4.867 1.192
C 2.062 6.227 1.090
S 2.285 2.225 0.663
O 1.989 2.034 2.069
O 3.446 1.583 0.114
N 0.912 1.854 -0.113
C 0.610 2.313 -1.377
N 1.149 3.417 -1.921
C 0.734 3.755 -3.135
C -0.209 3.039 -3.849
C -0.685 1.899 -3.216
N -0.288 1.534 -2.016
H 3.908 8.338 -0.583
H 2.616 8.657 0.419
H 4.762 6.124 -0.953
H 4.284 3.677 -0.768
H 0.985 4.497 1.788
H 1.432 6.943 1.611
H 1.187 4.655 -3.548
H -0.542 3.334 -4.834
H -1.408 1.247 -3.700
N -3.228 -3.999 4.971
C -2.579 -3.116 4.630
C -1.748 -2.001 4.245
C -1.137 -1.214 5.213
C -0.339 -0.163 4.807
C -0.164 0.060 3.449
N -0.755 -0.688 2.523
C -1.536 -1.690 2.904
H -1.288 -1.432 6.261
H 0.154 0.473 5.529
H 0.491 0.847 3.081
H -2.019 -2.267 2.119
N -2.701 -6.822 -1.636
C -2.804 -5.682 -2.451
S -3.678 -5.827 -3.909
C -2.144 -4.516 -1.995
C -1.342 -4.496 -0.809
C -0.776 -3.325 -0.373
N -0.905 -2.144 -1.001
C -1.640 -2.150 -2.142
C -2.250 -3.258 -2.657
H -3.383 -7.516 -1.891
H -2.669 -6.642 -0.642
H -1.141 -5.403 -0.251
H -0.169 -3.310 0.526
H -1.724 -1.189 -2.637
H -2.834 -3.199 -3.565
O -3.901 2.205 0.755
C -3.048 1.380 0.511
N -2.218 0.563 0.272
*
```

=====

2.
Entry from the Open Molecules 2025 dataset: a single C7H12N2O6 molecule (wB97M-V/def2-TZVPD).

## Properties
highest occupied orbital energy = -9.6 eV
energy relative to the best compared isomer or geometry (same formula, charge and spin) = 91.65 kJ/mol
E_tot = -834.9218 hartree
LUMO = 0.459 eV
strongest force on any atom = 0.0708 hartree/bohr

Structure (ORCA input):
```
! RIJCOSX wB97M-V def2-TZVPD def2/J DEFGRID3
* xyz 0 1
C -0.403 2.015 -0.638
C 0.024 0.629 -0.540
C 0.510 2.798 0.388
C 0.512 2.372 1.829
C -0.259 -1.702 -1.344
C -0.707 -2.238 -0.026
C 1.151 -2.128 -1.808
H -2.456 1.648 -0.674
H -1.925 2.353 0.634
H -0.215 2.344 -1.683
H 0.060 3.810 0.429
H 1.572 2.805 0.151
H 1.922 1.984 3.145
H -1.238 0.079 -2.047
H -0.901 -2.152 -2.072
H 1.366 -1.612 -2.714
H 1.813 -1.884 -0.976
H 0.975 -3.968 -1.200
H -1.909 -1.647 1.367
N -1.785 2.313 -0.343
N -0.420 -0.227 -1.499
O 0.861 0.228 0.284
O -0.497 2.134 2.499
O 1.791 2.229 2.184
O -0.176 -3.168 0.516
O 1.147 -3.563 -2.018
O -1.700 -1.465 0.456
*
```

=====

3.
Entry from the Open Molecules 2025 dataset: a molecular structure, C33H52N3O8P2RuS (wB97M-V/def2-TZVPD).

## Properties
highest occupied orbital energy (alpha / beta) = -15.5 / -15.8 eV
<S²> = 6.041
energy relative to the best compared isomer or geometry (same formula, charge and spin) = 152.49 kJ/mol
E_tot = -3229.9331 hartree
LUMO (alpha / beta) = -8.061 / -10.657 eV
strongest force on any atom = 0.0278 hartree/bohr

Structure (ORCA input):
```
! RIJCOSX wB97M-V def2-TZVPD def2/J DEFGRID3
* xyz 3 5
Ru -1.341 0.259 0.234
O -3.958 0.832 3.323
C -3.161 0.377 2.545
O -2.343 1.050 1.789
C -3.016 -1.143 2.419
C -3.542 -1.976 3.393
C -3.331 -3.341 3.266
C -2.626 -3.819 2.168
C -2.155 -2.916 1.232
N -2.345 -1.600 1.361
H -4.082 -1.540 4.221
H -3.713 -4.022 4.016
H -2.455 -4.878 2.035
H -1.623 -3.249 0.348
C 3.036 -4.153 -1.552
C 1.812 -3.561 -2.222
C 0.505 -4.093 -1.667
O 1.871 -2.090 -2.152
P 1.366 -1.099 -1.061
O -0.136 -0.984 -1.029
C 2.078 -1.574 0.548
P 1.706 -0.303 1.794
O 0.425 0.395 1.472
O 2.847 0.763 1.855
C 4.132 0.536 2.554
C 5.253 0.596 1.536
C 4.273 1.599 3.623
O 1.695 -1.155 3.103
C 1.300 -0.585 4.411
C -0.165 -0.889 4.641
C 2.210 -1.184 5.459
O 1.974 0.281 -1.474
C 3.356 0.467 -1.958
C 3.380 0.360 -3.469
C 3.813 1.827 -1.469
H 3.106 -5.213 -1.792
H 2.985 -4.057 -0.466
H 3.941 -3.667 -1.916
H 1.860 -3.750 -3.293
H 0.467 -3.979 -0.580
H 0.418 -5.153 -1.899
H -0.339 -3.565 -2.110
H 3.153 -1.729 0.443
H 1.625 -2.503 0.897
H 4.090 -0.454 3.012
H 5.359 1.611 1.152
H 5.070 -0.082 0.699
H 6.189 0.310 2.011
H 4.290 2.589 3.167
H 5.210 1.449 4.159
H 3.454 1.560 4.341
H 1.438 0.499 4.361
H -0.334 -1.967 4.663
H -0.765 -0.442 3.850
H -0.479 -0.463 5.594
H 2.113 -2.270 5.473
H 1.926 -0.797 6.437
H 3.254 -0.930 5.277
H 3.975 -0.319 -1.517
H 2.699 1.092 -3.906
H 3.091 -0.634 -3.800
H 4.389 0.565 -3.828
H 3.317 2.612 -2.045
H 4.889 1.923 -1.608
H 3.576 1.949 -0.412
S 0.701 3.009 0.012
C 0.803 4.316 -1.090
N 1.606 5.367 -0.764
C 1.774 6.443 -1.539
C 1.116 6.530 -2.748
C 0.279 5.484 -3.133
C 0.120 4.384 -2.309
H 2.085 5.322 0.131
H 2.435 7.219 -1.176
H 1.251 7.401 -3.372
H -0.242 5.546 -4.080
H -0.526 3.561 -2.580
C -3.686 -1.127 -3.910
N -4.816 -1.184 -2.947
C -5.624 -2.419 -3.124
C -4.340 -0.983 -1.530
C -4.144 0.490 -1.244
C -5.256 1.326 -1.380
C -5.164 2.696 -1.191
C -3.938 3.252 -0.853
C -2.848 2.417 -0.684
C -2.919 1.031 -0.855
H -4.067 -1.010 -4.922
H -3.120 -2.054 -3.848
H -3.041 -0.288 -3.663
H -5.423 -0.387 -3.149
H -5.018 -3.290 -2.888
H -5.963 -2.488 -4.155
H -6.491 -2.392 -2.468
H -3.411 -1.537 -1.404
H -5.093 -1.406 -0.864
H -6.236 0.899 -1.581
H -6.042 3.319 -1.294
H -3.850 4.319 -0.695
H -1.916 2.860 -0.359
*
```

=====

Question: What is the formula in the third record?
Answer: C33H52N3O8P2RuS